{"formula": "C2H6OS2", "method": "ωB97M-V/def2-TZVPD", "species": ["S", "S", "O", "C", "C", "H", "H", "H", "H", "H", "H"], "xyz": [[-1.35547, 1.68011, 0.96148], [-2.55240, 0.60932, 2.25946], [1.45494, -0.73580, 0.89181], [0.80032, 0.09745, -1.26718], [1.27120, -0.93397, -0.28025], [1.44625, 0.22448, -2.13543], [-0.41536, 0.74359, 0.92280], [0.71001, 1.07762, -0.80689], [-0.19848, -0.20041, -1.59266], [-2.32509, -0.59710, 1.72201], [1.16407, -1.96530, -0.67515]], "forces_ev_per_angstrom": [[-0.20, 0.12, -0.31], [-0.18, -0.18, 0.45], [0.39, 0.09, -0.10], [0.26, 0.62, 0.13], [-1.37, -0.19, -0.22], [0.02, -0.39, -0.08], [0.47, 0.09, 0.24], [0.14, 0.02, 0.09], [0.06, -0.10, -0.18], [-0.21, 0.02, -0.11], [0.63, -0.11, 0.09]], "lowdin_charge": [0.252, 0.233, 0.036, -0.080, -0.319, 0.082, -0.246, 0.041, 0.087, -0.205, 0.119], "charge": 0, "lumo_energy_ev": 0.4, "e_tot_ev": -25888.33646, "orbital_gap_ev": 9.06, "e_homo_ev": -8.645, "mol_weight_g_mol": 110.20, "relative_energy_kj_mol": 34.74, "smiles": "CC=O.SS"}